No. 1
ORCA calculation (ωB97M-V with the def2-TZVPD basis set) on 2 unconnected molecules or ions with the total composition C4H11O.

Geometry as XYZ:
```
16
Properties=species:S:1:pos:R:3:forces:R:3
C 2.911220 -0.311764 -0.068823 -0.2744 0.7295 -0.2841
O 2.455099 -1.557094 -0.202416 0.2182 -0.1402 0.1187
H 2.363465 0.333469 0.692252 -0.0110 -0.0932 0.0410
H 2.828073 0.327864 -1.006550 0.0259 -0.0785 0.0642
H 3.987438 -0.142312 0.222610 0.0433 -0.3554 0.0588
C -0.677775 -1.013036 0.196165 -0.4706 0.7305 1.2575
C -1.605676 0.148027 0.539282 0.5520 1.0853 -0.4734
C -1.739822 1.202321 -0.587899 -0.4384 -1.0297 0.5198
H 0.313063 -0.665460 -0.065754 0.2475 -0.0990 -0.6006
H -0.477402 -1.541888 1.131732 -0.1833 -0.5364 -0.2762
H -1.137431 -1.636826 -0.557909 0.2306 -0.3627 -0.1996
H -2.602196 -0.119360 0.840989 -0.5658 -0.6746 0.1073
H -1.205795 0.693760 1.401986 0.0953 -0.1076 0.0280
H -2.583656 1.839725 -0.328535 0.3115 0.6661 0.0457
H -2.051579 0.744824 -1.531585 0.4056 -0.1102 -0.0669
H -0.777025 1.697750 -0.675545 -0.1863 0.3762 -0.3401
```
Positions in Å, forces in eV/Å.

As for the orbital gap: 0.2165 hartree. As for the multiplicity: 1. As for the energy: -6372.7925 eV. The charge is -1. The value obtained for the energy above the lowest of the compared OMol25 structures with the same formula, charge and spin is 9.7 kcal/mol.

***

No. 2
ORCA calculation (ωB97M-V with the def2-TZVPD basis set) on a molecular structure, C36H43BCaGeN10.

Geometry as XYZ:
```
92
Properties=species:S:1:pos:R:3:forces:R:3
Ca -0.194267 0.786417 -1.420448 1.0890 -0.2100 -0.1245
C -3.236407 -0.337863 1.877081 -0.0519 -0.0434 -0.0012
C -2.182497 0.440609 1.395336 0.1455 0.1902 0.0853
N -1.897604 0.131800 0.138366 -0.2641 -0.3050 0.0548
N -2.750548 -0.853472 -0.214660 0.0603 0.1232 -0.1458
C -3.564675 -1.143534 0.806798 -0.1667 -0.1091 0.0352
B -2.844185 -1.388032 -1.664530 -0.0852 -0.0433 0.0412
N -1.578987 -2.137857 -2.120855 0.0068 0.1181 0.0198
C -1.506566 -3.420188 -2.508887 -0.1230 -0.1304 -0.0426
C -0.244280 -3.660435 -3.003082 -0.0590 -0.0156 0.0481
C 0.406442 -2.432929 -2.858855 0.1561 0.0288 0.0219
N -0.395835 -1.525150 -2.327471 -0.1441 0.0895 -0.0256
N -3.117697 -0.193441 -2.613613 0.2015 -0.1635 -0.0733
C -4.289973 0.146825 -3.162059 -0.2095 -0.0400 -0.0186
C -4.123741 1.319207 -3.868673 -0.0334 -0.0513 0.0143
C -2.774803 1.625223 -3.682312 0.1492 0.1595 -0.0712
N -2.171229 0.711413 -2.937205 -0.1606 0.0414 0.1986
H -3.681030 -0.321749 2.855009 -0.0249 0.0035 0.0443
H -1.616100 1.208468 1.897228 -0.0028 0.0047 0.0236
H -4.315546 -1.906145 0.695139 -0.0441 -0.0346 0.0204
H -3.779213 -2.144402 -1.709110 -0.0122 -0.0194 -0.0212
H -2.360010 -4.064066 -2.396060 -0.0433 -0.0715 -0.0111
H 0.153187 -4.586867 -3.373013 0.0228 -0.0626 -0.0236
H 1.421591 -2.166103 -3.098394 0.0784 0.0216 -0.0339
H -5.157083 -0.469834 -3.003499 -0.0634 -0.0207 -0.0099
H -4.861723 1.870463 -4.419704 -0.0612 0.0381 -0.0463
H -2.217863 2.477451 -4.037300 -0.0045 0.0494 -0.0202
N 3.082264 -0.179022 -2.162574 0.0719 -0.0579 -0.2207
C 4.053194 0.719125 -1.551824 0.0850 -0.0545 0.0227
C 3.416335 1.505766 -0.419699 0.0323 0.0834 0.1167
N 2.138101 2.117363 -0.769066 -0.0960 0.0864 0.0022
C 2.243204 3.292392 -1.633387 0.1321 0.0172 0.0332
C 2.040822 2.974714 -3.110073 0.0514 0.0421 -0.0074
N 0.751271 2.324958 -3.308620 -0.3998 -0.0132 0.1123
H 2.541356 -0.626893 -1.420588 -0.0374 0.0341 -0.0588
H 3.561010 -0.916633 -2.667634 -0.0335 0.0386 -0.0067
H 4.451913 1.397950 -2.314738 -0.0033 0.0024 0.0216
H 4.915221 0.193379 -1.112462 -0.0316 0.0399 -0.0581
H 4.142317 2.263021 -0.076538 -0.0592 -0.0448 -0.0161
H 3.227137 0.827564 0.414799 0.0098 0.0396 -0.0357
H 1.674118 2.387024 0.090214 -0.0410 0.0726 -0.0027
H 3.219792 3.787015 -1.503704 -0.0709 -0.0186 -0.0460
H 1.475755 4.003786 -1.321582 -0.0106 -0.0249 -0.0184
H 2.815506 2.295596 -3.464730 0.0608 -0.0113 -0.0084
H 2.127433 3.918031 -3.670542 0.0433 -0.0582 0.0469
H 0.488489 2.289435 -4.285482 0.0542 -0.0997 0.0272
H 0.022559 2.836519 -2.802700 -0.0187 0.2414 -0.2034
N -0.869784 2.968567 -0.906273 0.0073 0.3656 0.1654
C -1.587779 4.082445 -0.771324 0.2067 -0.4833 -0.0582
C -1.177439 5.323124 -1.325705 -0.0454 0.1606 -0.0017
C -1.949252 6.460317 -1.172714 0.0197 0.0214 -0.0214
C -3.157821 6.434447 -0.487431 -0.0043 0.0546 -0.0069
C -3.577291 5.219022 0.050744 -0.0481 -0.0344 0.0430
C -2.825871 4.070339 -0.072559 -0.1001 0.1299 0.0027
H -0.246297 5.374835 -1.877761 0.0167 -0.0138 -0.0090
H -1.594971 7.388486 -1.610784 -0.0248 -0.0017 0.0190
H -3.755844 7.328873 -0.377986 -0.0087 0.0136 0.0029
H -4.518158 5.163808 0.589388 0.0058 0.0262 -0.0172
H -3.170222 3.136078 0.349971 -0.0033 -0.0468 0.0123
C 3.353919 -2.053592 0.646916 -0.0136 -0.0998 0.0301
Ge 1.453434 -1.349150 0.658011 -0.1545 0.1494 0.1233
C 0.450941 -3.078024 0.734961 0.0571 0.0193 0.0824
C 0.940964 -4.268614 0.200501 0.0251 -0.0198 -0.0074
C 0.183083 -5.433306 0.191497 0.0448 -0.0622 -0.0311
C -1.098375 -5.433405 0.718323 -0.0473 -0.0190 0.0158
C -1.607884 -4.258169 1.257776 -0.0631 -0.0673 0.0096
C -0.841277 -3.104858 1.261664 0.0072 0.0133 0.0278
C 1.385385 -0.704008 2.585656 0.0544 -0.1477 0.0948
C 1.109461 0.629437 2.748882 -0.0746 0.1016 -0.0685
C 1.079960 1.270038 4.008656 -0.0182 0.0281 0.0152
C 1.322113 0.554730 5.140138 0.0055 -0.0080 0.0487
C 1.609079 -0.830243 5.052917 -0.0045 0.0600 0.1082
C 1.862041 -1.590794 6.222313 -0.0103 0.0443 -0.0125
C 2.149699 -2.920638 6.146048 0.0236 -0.0629 -0.0015
C 2.199552 -3.553134 4.885612 0.0100 -0.0145 0.0292
C 1.957432 -2.841471 3.746280 -0.0683 0.0250 -0.0438
C 1.647317 -1.455940 3.782853 0.0370 -0.0515 -0.1508
H 3.485217 -2.904227 1.316991 0.0574 -0.0335 0.0180
H 4.038155 -1.267379 0.972562 0.0372 0.0398 0.0146
H 3.663012 -2.364317 -0.353425 0.0032 -0.0299 -0.0538
H 1.941027 -4.295251 -0.218540 0.0544 0.0022 -0.0228
H 0.594668 -6.343579 -0.232443 -0.0024 0.0080 0.0016
H -1.693415 -6.338966 0.713740 -0.0091 -0.0100 0.0012
H -2.606538 -4.243112 1.680708 -0.0159 0.0010 0.0025
H -1.255922 -2.202808 1.695082 -0.0175 0.0684 0.0318
H 0.876301 1.226097 1.870441 0.0241 0.0155 -0.0232
H 0.855542 2.328140 4.069705 -0.0102 0.0327 -0.0172
H 1.298838 1.024716 6.117209 -0.0019 0.0075 0.0055
H 1.820961 -1.090366 7.182883 0.0005 0.0181 0.0301
H 2.340312 -3.490682 7.047098 0.0002 -0.0139 0.0076
H 2.423715 -4.610193 4.820608 0.0117 -0.0255 0.0101
H 1.984860 -3.334170 2.786518 -0.0578 -0.0230 -0.0450
```
Positions in Å, forces in eV/Å.

As for the orbital gap (alpha / beta): 0.2372 / 0.2363 hartree. Its expectation value of S² is 0.756. As for the multiplicity: 2. As for the energy: -128567.2515 eV. The charge is -1. The value obtained for the energy above the lowest of the compared OMol25 structures with the same formula, charge and spin is 6.5 kcal/mol.

***

No. 3
ORCA calculation (ωB97M-V with the def2-TZVPD basis set) on a molecular structure, C27H25Cl3F2O3SiTi.

Geometry as XYZ:
```
62
Properties=species:S:1:pos:R:3:forces:R:3
Ti 1.092651 1.910705 0.826164 -0.1353 -0.3355 0.1501
C -4.137791 -0.733499 0.332054 0.0841 0.0329 -0.0150
C -2.955375 0.022709 0.952649 0.0535 -0.0555 -0.1905
C -2.414011 -0.777710 2.141679 0.0512 0.0647 -0.0353
C -3.424991 1.401700 1.430628 0.0539 -0.0162 -0.0308
Si -1.604944 0.271715 -0.352683 -0.3919 -0.3430 -0.2299
O -0.362825 1.065193 0.422243 0.1199 0.4434 0.1509
C -0.811097 -1.313850 -0.970918 -0.1076 0.1785 0.0652
C -0.053305 -2.069416 -0.069885 0.0172 0.0045 0.0285
C 0.619521 -3.210913 -0.476365 0.0124 -0.0198 -0.0032
C 0.544924 -3.621673 -1.800733 -0.0039 0.0078 0.0102
C -0.194286 -2.881786 -2.711841 0.0121 -0.0339 -0.0210
C -0.860716 -1.736254 -2.299284 -0.0431 0.0291 -0.0419
C -2.178766 1.398271 -1.738548 0.0051 -0.1338 0.1691
C -1.757335 2.729633 -1.766441 0.0229 -0.0414 -0.0099
C -2.187144 3.599470 -2.758341 -0.0234 0.0290 -0.0256
C -3.060721 3.153285 -3.739111 0.0161 -0.0078 0.0290
C -3.506272 1.838863 -3.718172 -0.0408 -0.0143 -0.0386
C -3.071801 0.972547 -2.726264 0.0092 -0.0219 0.0145
H -4.915744 -0.886790 1.086362 -0.0068 -0.0013 0.0016
H -3.835853 -1.716466 -0.039156 -0.0201 -0.0007 -0.0151
H -4.584356 -0.172183 -0.492060 -0.0116 -0.0189 0.0006
H -3.184140 -0.853983 2.915318 -0.0009 0.0007 0.0157
H -1.540694 -0.290851 2.585283 -0.0160 -0.0293 0.0278
H -2.131931 -1.791326 1.851399 -0.0087 -0.0049 0.0126
H -4.209420 1.285013 2.184709 -0.0023 0.0008 0.0145
H -3.836707 1.991182 0.608292 0.0069 0.0145 0.0122
H -2.607518 1.968695 1.881569 -0.0177 0.0330 0.0155
H 0.040563 -1.745613 0.959701 0.0160 -0.0128 0.0006
H 1.211267 -3.771333 0.237471 -0.0030 0.0021 -0.0123
H 1.069786 -4.512063 -2.123240 0.0007 -0.0012 0.0003
H -0.246617 -3.191137 -3.748147 0.0054 -0.0041 0.0028
H -1.411426 -1.157985 -3.031591 0.0033 -0.0009 -0.0006
H -1.090500 3.099482 -0.999043 0.0031 0.0480 -0.0150
H -1.841436 4.625531 -2.759723 0.0022 -0.0034 0.0047
H -3.400000 3.829157 -4.513475 0.0033 -0.0019 -0.0058
H -4.195895 1.487690 -4.475551 0.0014 0.0048 0.0012
H -3.441268 -0.047413 -2.723093 -0.0003 -0.0027 -0.0174
C 2.308653 0.282012 1.089225 0.0508 0.1925 0.0921
C 2.933306 -0.729690 1.343657 0.0316 0.1550 -0.0691
C 3.674696 -1.917689 1.626801 -0.0196 -0.1527 -0.0102
C 4.355980 -2.585380 0.605084 -0.0402 0.0324 0.0542
C 5.053070 -3.747935 0.884073 0.0265 -0.0351 -0.0078
C 5.077971 -4.257338 2.175822 0.0135 -0.0138 -0.0136
C 4.401583 -3.599356 3.192794 -0.0142 0.0229 0.0149
C 3.700784 -2.435177 2.923282 0.0274 -0.0236 -0.0087
H 4.325779 -2.184968 -0.399387 0.0001 0.0036 -0.0028
H 5.580425 -4.259993 0.089717 -0.0015 -0.0020 0.0011
H 5.624466 -5.166479 2.389646 0.0021 -0.0014 -0.0063
H 4.418895 -3.993612 4.200374 0.0018 -0.0028 0.0001
H 3.170528 -1.916865 3.710998 -0.0039 0.0036 -0.0022
Cl 3.911816 4.322455 -2.287411 -0.0502 -0.0131 0.0337
C 2.869870 3.516013 -1.160149 -0.0796 0.0844 -0.0236
Cl 2.232843 1.985717 -1.846329 0.0300 -0.0420 -0.1135
Cl 3.730019 3.097829 0.343594 0.1540 0.0214 0.0344
C 1.611733 4.355655 -0.735208 0.3367 0.4190 -0.5233
O 1.408119 5.430065 -1.219992 -0.0339 -0.1634 0.1349
O 0.900897 3.713084 0.132929 -0.0641 -0.3863 0.2892
F 1.931144 3.027278 3.177508 0.0002 -0.0458 0.0260
C 0.826046 2.258578 2.864104 -0.0055 0.2835 0.0554
F -0.258003 3.111449 2.859321 -0.0338 -0.0325 0.1153
H 0.685555 1.525750 3.657691 0.0053 -0.0920 -0.0898
```
Positions in Å, forces in eV/Å.

As for the orbital gap: 0.2963 hartree. As for the multiplicity: 1. As for the energy: -108544.6122 eV. The charge is 0. The value obtained for the energy above the lowest of the compared OMol25 structures with the same formula, charge and spin is 0.5 kcal/mol.